# 1
ORCA calculation (ωB97M-V with the def2-TZVPD basis set) on a molecular structure, C53H44FeN6OS.

Computed properties:
LUMO level (spin up / spin down) = -3.89 / -4.21 eV
⟨S²⟩ = 9.016
electronic energy = -4111.4164 Ha
HOMO-LUMO gap (spin up / spin down) = 5.20 / 4.96 eV
molar mass = 868.89 g mol⁻¹

Geometry as ORCA input:
```
! wB97M-V def2-TZVPD RIJCOSX def2/J DEFGRID3
* xyz 1 6
Fe 0.0683 -0.5977 0.1083
C 0.3957 0.2914 7.5502
C 0.7067 -0.8069 6.7027
C 0.3878 -0.6763 5.3491
C -0.3614 0.4012 4.8290
C -0.6549 1.4407 5.6760
C -0.3074 1.3833 7.0350
C -0.4710 0.3641 3.3879
C -1.4113 -0.4816 2.7435
C -2.3366 -1.3404 3.3716
C -3.1417 -1.8466 2.3730
C -2.6788 -1.2879 1.1089
C -3.4185 -1.3780 -0.1232
C -4.8671 -1.3364 -0.0379
C -5.5579 -0.4981 0.9031
C -6.9222 -0.6258 1.1147
C -7.6536 -1.4649 0.3168
C -7.0046 -2.2222 -0.6504
C -5.6384 -2.1811 -0.8571
C -2.6170 -1.4511 -1.2981
N -1.2215 -1.3315 -1.3878
C -0.8265 -1.5941 -2.7505
C 0.5049 -1.6415 -3.2189
C 0.9253 -2.0617 -4.5627
C 1.9970 -1.4095 -5.2497
C 2.2970 -1.8182 -6.5203
C 1.7298 -2.9890 -7.0476
C 0.7029 -3.6705 -6.3744
C 0.2569 -3.1766 -5.2008
C 1.5165 -1.2648 -2.3359
C 2.8887 -1.4284 -2.5953
C 3.5885 -0.5672 -1.7773
C 2.6931 0.0956 -0.9372
N 1.4012 -0.4041 -1.2151
C 3.0315 1.1432 -0.0285
C 2.1902 1.2810 1.0980
C 2.5731 1.9631 2.2694
C 1.5484 1.8528 3.1972
C 0.4856 1.1418 2.5926
N 0.9156 0.7029 1.2782
C 4.1508 2.0507 -0.2310
C 3.9063 3.4496 -0.5015
C 4.9754 4.2606 -0.8575
C 6.2840 3.8436 -0.6459
C 6.4917 2.5218 -0.2428
C 5.4798 1.6048 -0.1635
C -2.0463 -1.8156 -3.4865
C -3.1287 -1.7925 -2.6409
N -1.5888 -0.4878 1.3481
H 0.7383 0.2162 8.5982
H 1.0950 -1.7218 7.1042
H 0.6441 -1.4959 4.6152
H -1.2389 2.3342 5.3839
H -0.5346 2.2059 7.7262
H -2.4093 -1.4972 4.4510
H -4.1082 -2.3724 2.5404
H -4.9765 0.2943 1.3346
H -7.4432 -0.0327 1.8223
H -8.7043 -1.5797 0.5484
H -7.6422 -2.7958 -1.3294
H -5.2197 -2.9299 -1.4661
H 2.5088 -0.5024 -4.8416
H 3.1447 -1.3049 -7.0217
H 2.0815 -3.3918 -8.0163
H 0.0687 -4.4339 -6.8899
H -0.5922 -3.6557 -4.6787
H 3.2506 -2.1638 -3.2801
H 4.6544 -0.4422 -1.8784
H 3.4028 2.6378 2.2600
H 1.5016 2.2555 4.1924
H 2.8515 3.8194 -0.5618
H 4.8612 5.2502 -1.2954
H 7.1442 4.5234 -0.8310
H 7.4712 2.2249 0.0917
H 5.6756 0.5539 0.0122
H -2.2202 -2.0440 -4.5453
H -4.1302 -1.6903 -2.9458
C -0.8136 -5.7166 2.0397
C 0.1037 -4.5681 1.6954
C 1.3945 -4.2864 2.1266
C 1.6518 -3.0098 1.6389
N 0.6731 -2.5522 0.8128
N -0.2760 -3.5008 0.8867
C 2.8811 -2.1318 1.9426
H -0.1302 -6.5568 2.0298
H -1.5393 -5.9298 1.2800
H -1.2202 -5.5787 3.0407
H 2.0304 -4.8221 2.8832
H -1.1471 -3.4335 0.3398
H 3.5423 -2.6842 2.5623
H 2.5773 -1.2336 2.4700
H 3.3737 -1.9171 0.9894
O 1.0025 4.3845 -1.4349
S -0.2995 4.3367 -2.1243
C -1.5824 4.9516 -0.9794
C -1.9535 6.4037 -1.4425
C -1.3844 6.7536 -2.9292
C -0.2297 5.7990 -3.2911
H -0.9840 4.9648 -0.0117
H -2.4360 4.2352 -0.9524
H -1.6427 7.1010 -0.6885
H -3.0238 6.5145 -1.5168
H -0.9256 7.7331 -2.8114
H -2.2074 6.7121 -3.6509
H 0.7218 6.2442 -3.1061
H -0.2695 5.3820 -4.3133
*
```

***

# 2
ORCA calculation (ωB97M-V with the def2-TZVPD basis set) on a molecular structure, C22H20N3O6RbS4Te.

Computed properties:
LUMO level = 3.71 eV
electronic energy = -3351.0341 Ha
HOMO-LUMO gap = 5.95 eV
molar mass = 763.75 g mol⁻¹

Geometry as ORCA input:
```
! wB97M-V def2-TZVPD RIJCOSX def2/J DEFGRID3
* xyz -2 1
Rb 0.1475 -0.2636 -1.1518
C 5.1285 -4.5756 1.2046
S 5.1357 -2.9982 2.0665
C 3.7611 -2.0958 1.3138
S 2.7977 -2.7927 0.1340
N 3.7649 -0.9132 1.8905
N 2.7932 -0.0756 1.4551
C 2.5779 0.9145 2.2354
C 1.6190 1.9779 1.9183
C 1.3130 2.9254 2.9008
C 0.3948 3.9214 2.6256
C -0.1934 3.9615 1.3716
C 0.1743 2.9862 0.4538
N 1.0472 2.0206 0.7073
H 5.8363 -5.2139 1.7365
H 5.4340 -4.4646 0.1657
H 4.1306 -5.0082 1.2247
H 3.1169 1.0004 3.1824
H 1.7896 2.8558 3.8710
H 0.1361 4.6536 3.3818
H -0.9225 4.7152 1.1068
H -0.2750 2.9748 -0.5354
O -1.7032 -2.1102 -2.1342
S -2.7165 -1.7504 -0.6068
O -2.8411 -0.2972 -0.7217
O -1.6847 -2.1289 0.3667
C -2.3139 -2.0865 -3.3274
C -3.4943 -2.8288 -3.4945
C -4.1633 -2.8840 -4.7029
C -3.6548 -2.2118 -5.8042
C -2.4785 -1.4898 -5.6609
C -1.8013 -1.4013 -4.4499
S -0.3009 -0.3763 -4.4566
O -0.0677 -0.0960 -5.8635
O 0.7397 -1.1709 -3.8202
O -0.6498 0.8103 -3.6754
H -3.8646 -3.3778 -2.6378
H -5.0742 -3.4678 -4.7842
H -4.1564 -2.2548 -6.7637
H -2.0466 -0.9670 -6.5031
C -1.5389 1.0033 4.5564
Te -1.1900 -0.1334 2.7587
C -3.3088 -0.4234 2.8185
C -3.7383 -0.1470 4.2342
C -4.9755 -0.5680 4.7159
C -5.3576 -0.3146 6.0246
C -4.4979 0.3721 6.8723
C -3.2656 0.7980 6.3991
C -2.8741 0.5452 5.0867
H -1.5589 2.0692 4.3233
H -0.7402 0.8232 5.2747
H -3.5250 -1.4445 2.5125
H -3.7830 0.2553 2.1101
H -5.6406 -1.1116 4.0544
H -6.3190 -0.6602 6.3853
H -4.7821 0.5671 7.8995
H -2.5872 1.3280 7.0589
*
```

***

# 3
ORCA calculation (ωB97M-V with the def2-TZVPD basis set) on 2 unconnected molecules or ions with the total composition C4H13N3O.

Computed properties:
LUMO level = 0.85 eV
SMILES = [H]/N=C(\N)ON.CCC
electronic energy = -399.6277 Ha
HOMO-LUMO gap = 9.87 eV
molar mass = 119.17 g mol⁻¹

Geometry as ORCA input:
```
! wB97M-V def2-TZVPD RIJCOSX def2/J DEFGRID3
* xyz 0 1
H -0.3066 1.0994 -1.7654
N 0.3293 0.5245 -2.3059
C 0.8615 -0.4016 -1.6313
N 0.6649 -0.7348 -0.3225
O 1.7019 -1.2311 -2.3277
N 2.3313 -2.2353 -1.5196
H 0.4575 0.0362 0.3492
H 1.2695 -1.4616 0.0343
H 1.9828 -3.1249 -1.8760
H 3.3195 -2.1731 -1.7604
C -0.0097 1.5675 1.5298
C -1.6045 1.2532 1.1957
C -1.9514 -0.1547 0.8134
H 0.6361 1.7815 0.6769
H -0.0367 2.5228 2.0531
H 0.3693 0.8364 2.2444
H -2.1132 1.5276 2.1203
H -1.8881 1.9605 0.4170
H -1.7224 -0.8622 1.6088
H -2.9949 -0.2344 0.5239
H -1.2960 -0.4958 -0.0581
*
```

***

# 4
ORCA calculation (ωB97M-V with the def2-TZVPD basis set) on a molecular structure, C4H4V.

Computed properties:
LUMO level (spin up / spin down) = -12.22 / -11.49 eV
⟨S²⟩ = 3.762
electronic energy = -1097.7919 Ha
HOMO-LUMO gap (spin up / spin down) = 7.03 / 7.81 eV
molar mass = 103.02 g mol⁻¹

Geometry as ORCA input:
```
! wB97M-V def2-TZVPD RIJCOSX def2/J DEFGRID3
* xyz 2 4
C 0.8255 -1.1138 0.5149
C -0.0860 -1.1590 -0.3367
H 0.0355 -2.3199 0.4796
V 2.7210 -0.4836 0.0140
C -0.5732 0.1933 -0.5983
C -0.7035 1.1959 0.2896
H -0.9898 2.1935 -0.0473
H -0.8686 0.3620 -1.6382
H -0.3608 1.1317 1.3224
*
```

***

# 5
ORCA calculation (ωB97M-V with the def2-TZVPD basis set) on a single C4H7NS2 molecule.

Computed properties:
LUMO level = -0.53 eV
SMILES = CCN(C=S)C=S
electronic energy = -1007.7072 Ha
HOMO-LUMO gap = 7.35 eV
molar mass = 133.24 g mol⁻¹

Geometry as ORCA input:
```
! wB97M-V def2-TZVPD RIJCOSX def2/J DEFGRID3
* xyz 0 1
C 1.5634 -0.6703 0.4062
C 0.7520 0.5952 0.0911
N -0.6515 0.2762 -0.1783
C -1.4943 0.2361 0.9293
S -3.0736 -0.1235 1.0490
C -0.9680 -0.0041 -1.4910
S -2.3650 -0.4455 -2.1865
H 1.5302 -1.3347 -0.4468
H 1.1348 -1.1839 1.2996
H 2.6042 -0.4031 0.6124
H 1.1699 1.1312 -0.7734
H 0.8115 1.3206 0.9720
H -0.9579 0.4895 1.8323
H -0.0557 0.1163 -2.1157
*
```

***

# 6
ORCA calculation (ωB97M-V with the def2-TZVPD basis set) on a molecular structure, C5H15NO2.

Computed properties:
LUMO level (spin up / spin down) = -0.12 / -0.12 eV
electronic energy = -404.5279 Ha
HOMO-LUMO gap (spin up / spin down) = 6.67 / 6.67 eV
molar mass = 121.18 g mol⁻¹

Geometry as ORCA input:
```
! wB97M-V def2-TZVPD RIJCOSX def2/J DEFGRID3
* xyz 0 1
C 0.8450 0.4160 0.9419
C 1.1405 0.1208 2.3773
C -1.6830 -0.0286 1.1448
C 0.7036 1.8390 0.5039
O 1.2366 -0.4553 0.0878
H 0.8797 -0.3300 -1.0052
H 0.3223 2.4742 1.3040
H 1.1863 -0.9525 2.5542
H 0.3986 0.5751 3.0282
H 2.1145 0.5509 2.6340
H -2.7172 -0.2341 0.8530
H -1.6843 0.9360 1.6446
H -1.3589 -0.8684 1.7566
H 0.0260 1.8813 -0.3483
H 1.6903 2.2009 0.1915
C 0.2268 -1.4059 -3.0142
N -1.1705 -0.1404 -0.7368
O 0.2489 -0.2297 -2.2531
H -1.0864 -1.1536 -0.6793
H -2.0114 0.0461 -1.2905
H -0.0209 -2.2972 -2.4131
H -0.5029 -1.3462 -3.8310
H 1.2165 -1.5986 -3.4503
*
```

***

Q: Which largest force on an atom values were calculated for the entries above? A: 3.7 0.7 2.6 4.0 1.6 4.4, in eV/A.